No. 1
Molecular formula: C20H48N4O7
Method: DFT, ωB97M-V with the def2-TZVPD basis set

Structure (XYZ):
```
79
Properties=species:S:1:pos:R:3:mulliken_charge:R:1
O 0.9312 6.3682 1.3641 -0.50
C 0.3021 5.8550 0.3985 -0.16
C 1.0037 4.6972 -0.4439 1.09
C 1.8505 5.2215 -1.6912 -1.14
C 3.2943 5.7509 -1.2712 0.68
O 3.5724 6.9983 -1.4993 -0.72
O 4.2948 4.9702 -0.7219 -0.83
H -0.7749 6.1958 0.1750 0.32
H 0.1539 4.0085 -0.8051 -0.58
H 1.6847 4.0623 0.2402 0.15
H 2.0609 4.2757 -2.3165 -0.18
C -3.4034 -0.6036 -1.0024 -1.39
C -3.2466 0.7971 -1.5885 0.42
C -1.7859 1.2847 -1.6409 -0.83
O -1.2600 1.6988 -0.3892 -0.29
C -0.8146 0.6410 0.4390 -0.85
N -4.0993 1.7266 -0.8370 -0.83
H -3.3162 -0.6162 0.0851 0.25
H -4.3911 -1.0082 -1.2461 0.43
H -2.6550 -1.2871 -1.4139 0.25
H -3.6131 0.7573 -2.6204 0.40
H -1.7496 2.1745 -2.2792 0.38
H -1.1281 0.5422 -2.1097 0.39
H -0.3822 -0.1816 -0.1378 0.31
H -1.6376 0.2790 1.0611 0.23
H -0.0472 1.0360 1.1076 0.41
H -4.0694 2.6368 -1.2919 0.31
H -3.6462 1.8924 0.0618 0.36
C 0.6975 -4.9878 2.8933 -1.29
C 0.6225 -3.4776 3.1007 0.35
C -0.6802 -2.8465 2.5724 0.01
O -0.7342 -2.7025 1.1589 -0.17
C -1.0931 -3.8826 0.4617 -0.75
N 1.8083 -2.8550 2.5001 -0.78
H 0.9350 -5.2589 1.8635 0.30
H 1.4818 -5.4180 3.5230 0.38
H -0.2468 -5.4692 3.1654 0.21
H 0.6549 -3.2987 4.1813 0.43
H -0.7470 -1.8280 2.9710 0.38
H -1.5663 -3.3805 2.9400 -0.39
H -1.8130 -4.4890 1.0200 0.23
H -0.2012 -4.4686 0.2289 0.26
H -1.5487 -3.5890 -0.4861 0.25
H 1.8077 -1.8621 2.7264 0.30
H 1.6796 -2.8705 1.4885 0.35
C 4.8919 6.2073 -4.4085 -1.01
C 5.2971 4.8813 -5.0449 0.53
C 6.6847 4.9165 -5.7153 -0.83
O 6.7187 5.5841 -6.9777 -0.40
C 6.7903 6.9956 -6.8904 -0.65
N 4.2526 4.4631 -5.9916 -0.74
H 4.5629 6.9449 -5.1451 0.20
H 4.0594 6.0624 -3.7151 -0.03
H 5.7196 6.6373 -3.8383 0.36
H 5.3435 4.1402 -4.2397 0.45
H 6.9844 3.8826 -5.9266 0.36
H 7.4469 5.3274 -5.0420 0.40
H 7.3815 7.3258 -6.0316 0.30
H 5.7863 7.4216 -6.8463 0.24
H 7.2655 7.3672 -7.8023 0.24
H 4.4782 3.5314 -6.3374 0.25
H 4.3389 5.0541 -6.8184 0.31
C -5.5036 -6.2156 6.0281 -1.48
C -4.4588 -5.2516 5.4732 0.30
C -4.3684 -5.2573 3.9350 -0.68
O -3.6880 -6.3827 3.3888 -0.21
C -4.4780 -7.5544 3.2866 -0.91
N -3.1608 -5.5481 6.0923 -0.77
H -5.1685 -7.2539 6.0104 0.28
H -5.7270 -5.9727 7.0709 0.38
H -6.4388 -6.1476 5.4650 0.35
H -4.7581 -4.2427 5.7770 0.44
H -3.7796 -4.3854 3.6290 0.18
H -5.3557 -5.1404 3.4714 0.46
H -5.5226 -7.3281 3.0537 0.34
H -4.4110 -8.1357 4.2089 0.26
H -4.0691 -8.1682 2.4817 0.27
H -2.4889 -4.8416 5.7981 0.27
H -2.8103 -6.4056 5.6654 0.35
```

HOMO level = 1.9 eV
gap between HOMO and LUMO = 1.00 eV
lowest unoccupied orbital energy = 2.8544 eV
ΔE to the lowest compared entry with this formula, charge and spin = 31.51 kcal per mole
total charge = -2

No. 2
Molecular formula: C20H48NO12P3
Method: DFT, ωB97M-V with the def2-TZVPD basis set

Structure (XYZ):
```
84
Properties=species:S:1:pos:R:3:mulliken_charge:R:1
C 0.5736 0.7403 3.8744 -1.10
C 0.8763 1.3737 2.4836 0.15
O 1.4584 2.6539 2.6767 -0.33
C 2.7722 2.7916 2.1854 -1.06
C 3.8049 2.9350 3.3097 0.04
C 3.7072 4.3108 3.9997 -0.39
C 3.9044 4.2769 5.5316 -0.89
C 5.1895 4.9571 5.9830 -0.69
O 6.3834 4.4772 5.3321 -0.29
C 6.7272 3.2312 5.6755 0.49
O 6.1957 2.5644 6.5225 -0.46
N 7.8908 2.7131 4.9586 -0.41
P 7.7094 2.8213 3.2582 0.59
O 8.9963 2.8206 2.5481 -0.64
H 0.9993 1.4004 4.6296 0.26
H 0.9905 -0.2617 3.9519 0.29
H -0.5051 0.7434 4.0309 0.34
H -0.0606 1.4702 1.9323 0.01
H 1.5086 0.6744 1.9305 0.28
H 3.0743 2.0310 1.4613 0.44
H 2.8041 3.7487 1.6446 0.40
H 3.7572 2.0898 3.9996 0.39
H 4.7748 2.8989 2.7995 -0.21
H 2.7147 4.7088 3.7763 0.42
H 4.4224 4.9993 3.5423 0.36
H 3.8402 3.2537 5.9014 0.45
H 3.0779 4.8139 6.0034 0.34
H 5.0977 6.0005 5.6753 0.38
H 5.3038 4.9738 7.0665 0.40
H 8.6711 3.3239 5.2031 0.35
H 6.9112 1.7069 2.9246 0.06
H 7.0014 3.9812 2.8814 0.06
O -1.6603 2.2854 -0.0262 -0.79
P -2.0280 2.8659 -1.3459 1.11
O -3.6198 3.2175 -1.1973 -0.30
C -4.0113 4.2852 -0.3294 -0.33
C -3.7498 5.6464 -0.9497 -0.94
O -2.1181 1.4928 -2.2382 -0.37
C -1.4440 0.2944 -1.8505 -0.25
C -2.4211 -0.6786 -1.2260 -1.01
O -1.7554 3.7862 -2.6555 -0.38
C -2.0661 3.4149 -4.0061 -0.19
C -3.5419 3.2472 -4.2833 -0.92
H -3.4970 4.1919 0.6312 0.27
H -5.0784 4.1621 -0.1456 0.31
H -2.6788 5.8262 -1.0674 0.26
H -4.1612 6.4385 -0.3229 0.41
H -4.1979 5.7113 -1.9411 0.19
H -0.6129 0.5069 -1.1798 0.27
H -1.0211 -0.1420 -2.7585 0.30
H -2.9467 -0.2286 -0.3835 0.31
H -1.9079 -1.5771 -0.8787 0.40
H -3.1808 -0.9710 -1.9532 0.19
H -1.4998 2.5336 -4.3001 0.24
H -1.6865 4.2345 -4.6193 0.35
H -3.9541 2.3796 -3.7716 0.25
H -3.7000 3.1120 -5.3546 0.40
H -4.1025 4.1218 -3.9535 0.18
O -0.2869 -5.2814 -3.5558 -0.82
P -1.5229 -6.1095 -3.5942 1.12
O -2.6600 -5.1586 -2.8996 -0.29
C -3.1046 -3.9941 -3.6000 -0.15
C -4.0602 -4.3444 -4.7273 -1.07
O -1.1973 -7.1533 -2.3725 -0.35
C 0.1368 -7.4088 -1.9310 -0.35
C 0.4186 -6.6531 -0.6496 -1.11
O -2.5578 -7.1469 -4.2950 -0.35
C -3.2051 -8.2428 -3.6331 -0.18
C -4.1672 -7.8325 -2.5427 -0.91
H -2.2445 -3.4346 -3.9794 0.32
H -3.6131 -3.3631 -2.8714 0.17
H -3.5522 -4.9078 -5.5132 0.28
H -4.4768 -3.4396 -5.1718 0.42
H -4.8763 -4.9671 -4.3614 0.21
H 0.8630 -7.1637 -2.7041 0.37
H 0.2115 -8.4834 -1.7476 0.32
H 0.2380 -5.5854 -0.7735 0.27
H 1.4518 -6.7991 -0.3307 0.39
H -0.2437 -6.9985 0.1459 0.29
H -2.4701 -8.9589 -3.2712 0.23
H -3.7645 -8.7567 -4.4174 0.35
H -3.6502 -7.4013 -1.6875 0.25
H -4.7208 -8.7062 -2.1951 0.40
H -4.8766 -7.0900 -2.9080 0.18
```

HOMO level = -9.4 eV
gap between HOMO and LUMO = 9.55 eV
lowest unoccupied orbital energy = 0.1205 eV
ΔE to the lowest compared entry with this formula, charge and spin = 0.00 kcal per mole
total charge = 0
SMILES = CCOCCCCCOC(=O)N[PH2]=O.CCOP(=O)(OCC)OCC.CCOP(=O)(OCC)OCC

No. 3
Molecular formula: C20H49ClF3N10O2P2
Method: DFT, ωB97M-V with the def2-TZVPD basis set

Structure (XYZ):
```
87
Properties=species:S:1:pos:R:3:mulliken_charge:R:1
C -2.0502 2.3876 4.7394 -1.30
C -2.0743 0.9105 4.3462 1.13
Cl -2.8312 -0.0966 5.5936 -0.17
C -2.7640 0.6561 3.0019 -1.22
N -1.9914 1.2540 1.9172 -0.08
C -2.1033 2.4670 1.3818 -0.03
N -1.2337 2.6801 0.4188 -0.55
C -0.5246 1.5322 0.3575 0.60
N 0.4620 1.3823 -0.5301 -0.14
N -0.9608 0.6334 1.2502 0.64
C -0.5107 -0.7345 1.5218 -0.97
C 0.9980 -0.8970 1.6493 -0.69
C 1.5778 -0.1661 2.8376 0.82
F 1.0738 -0.6556 3.9885 -0.24
F 1.3200 1.1638 2.8100 -0.27
F 2.9092 -0.3136 2.8831 -0.29
H -1.9696 2.5197 5.8133 0.41
H -2.9579 2.8868 4.3879 0.28
H -1.2168 2.8755 4.2311 0.34
H -1.0376 0.5912 4.2305 -0.17
H -2.7899 -0.4193 2.8405 0.33
H -3.7759 1.0547 2.9748 0.55
H -2.8655 3.1387 1.7443 0.42
H 0.7376 0.4985 -0.9136 0.23
H 0.8590 2.2453 -0.8675 -0.09
H -0.9559 -1.1291 2.4300 0.56
H -0.8715 -1.3695 0.7131 0.07
H 1.1559 -1.9596 1.8485 0.31
H 1.5683 -0.6666 0.7538 0.42
O -0.7439 -3.6404 2.1436 -0.51
P -1.5158 -4.9046 2.0127 -0.14
N -1.4049 -5.6516 3.5195 0.28
C -0.8418 -6.9273 3.9085 -0.88
C -1.9834 -4.8935 4.6214 -1.05
N -0.6605 -5.6905 0.7531 0.32
C -0.3122 -7.1012 0.7641 -1.16
C 0.3981 -4.9301 0.0951 -0.85
N -3.0173 -5.4216 1.5523 0.41
C -3.8263 -6.4082 2.2560 -0.79
C -3.4382 -5.1657 0.1765 -0.94
H -1.6041 -7.5903 4.3376 0.35
H -0.0620 -6.7899 4.6636 0.33
H -0.3959 -7.4600 3.0820 0.22
H -3.0810 -4.8937 4.6031 0.26
H -1.6486 -3.8538 4.6013 0.18
H -1.6705 -5.3189 5.5739 0.43
H 0.5624 -7.3099 1.3889 0.35
H -0.0700 -7.4234 -0.2513 0.36
H -1.1489 -7.7224 1.0869 0.29
H 1.3281 -4.9052 0.6768 0.31
H 0.0820 -3.9078 -0.0949 0.09
H 0.6122 -5.3882 -0.8728 0.40
H -3.4349 -7.4202 2.1236 0.23
H -4.8418 -6.3860 1.8606 0.37
H -3.9107 -6.1957 3.3175 0.20
H -3.1575 -5.9884 -0.4858 0.31
H -2.9843 -4.2515 -0.2054 0.23
H -4.5194 -5.0293 0.1293 0.41
O 2.6379 2.9549 -3.2776 -0.85
P 2.6601 4.3462 -3.7922 0.36
N 1.0905 4.9281 -3.5005 0.24
C 0.0653 5.4177 -4.3926 -0.86
C 0.7392 4.9184 -2.0980 -0.50
N 3.0580 4.1176 -5.4351 0.30
C 2.4027 4.8121 -6.5276 -1.13
C 3.4078 2.7579 -5.8438 -1.04
N 3.4996 5.7611 -3.6015 0.23
C 2.9146 7.0836 -3.4423 -0.75
C 4.9137 5.7663 -3.9711 -0.97
H -0.1929 6.4642 -4.1810 0.34
H -0.8515 4.8267 -4.2932 0.34
H 0.3624 5.3744 -5.4311 0.22
H 1.2506 5.7023 -1.5230 0.26
H 1.0090 3.9552 -1.6628 -0.40
H -0.3332 5.0529 -1.9557 0.54
H 1.4280 4.3761 -6.7747 0.34
H 3.0229 4.7469 -7.4247 0.38
H 2.2839 5.8769 -6.3187 0.26
H 2.5275 2.1209 -5.9893 0.31
H 4.0548 2.2859 -5.1116 0.32
H 3.9582 2.8068 -6.7859 0.36
H 2.4970 7.4599 -4.3806 0.23
H 3.6875 7.7803 -3.1171 0.36
H 2.1445 7.1094 -2.6763 0.21
H 5.0510 6.0426 -5.0198 0.32
H 5.3589 4.7844 -3.8167 0.32
H 5.4662 6.4695 -3.3464 0.37
```

HOMO level = -10.3 eV
gap between HOMO and LUMO = 8.03 eV
lowest unoccupied orbital energy = -2.3086 eV
total charge = +1

No. 4
Molecular formula: C20H50F4K3N2O18S4
Method: DFT, ωB97M-V with the def2-TZVPD basis set

Structure (XYZ):
```
101
Properties=species:S:1:pos:R:3:mulliken_charge:R:1
K 1.0431 0.1515 4.2461 0.96
K -0.7087 4.8222 1.6409 0.83
K -0.5997 3.3855 -1.9844 0.84
N -1.5711 5.6306 -0.9961 -0.23
S -3.2224 5.5240 -1.4659 1.11
O -3.5102 5.3706 -2.8479 -0.54
O -4.1257 6.2191 -0.6385 -0.55
F -3.4305 3.9741 -1.0823 -0.21
S -1.4679 7.1479 -1.4879 0.96
O -1.9520 8.1019 -0.5572 -0.57
O -1.5916 7.4012 -2.8675 -0.53
F 0.1265 7.2135 -1.1886 -0.31
N -0.1789 2.2651 0.3566 -0.33
S 1.3117 1.4487 0.3265 0.73
O 1.7424 0.9771 -0.9235 -0.30
O 1.5629 0.6885 1.4997 -0.47
F 2.1515 2.7764 0.5205 -0.34
S -1.0485 0.9804 0.6789 0.67
O -1.1532 0.5585 2.0402 -0.43
O -1.2684 0.0452 -0.3509 0.08
F -2.4214 1.8476 0.5781 -0.39
C -3.1034 -2.5155 0.7930 -0.51
O -3.9264 -1.3951 0.6420 -0.01
C -4.4949 -1.2982 -0.6736 0.23
C -5.4740 -0.1478 -0.6769 -0.65
O -6.6864 -0.4313 -0.0168 -0.51
C -6.6302 -0.5703 1.3765 -0.50
H -3.6416 -3.4680 0.6911 0.36
H -2.6671 -2.4802 1.7916 0.09
H -2.2815 -2.5164 0.0605 0.03
H -4.9811 -2.2440 -0.9313 0.39
H -3.6373 -1.0869 -1.3268 -0.25
H -5.6836 0.1251 -1.7115 0.36
H -4.9996 0.7173 -0.1896 0.35
H -5.8324 0.0252 1.8299 0.17
H -6.4673 -1.6115 1.6869 0.20
H -7.6052 -0.2883 1.7759 0.33
C 0.1093 -2.9697 -1.5767 -0.33
O 0.7927 -2.8001 -0.3556 -0.13
C 1.9431 -3.5871 -0.1766 -0.45
C 3.1112 -3.0201 -0.9905 0.15
O 4.3067 -3.7506 -0.8248 -0.44
C 4.9163 -3.5809 0.4280 -0.68
H -0.2288 -4.0153 -1.6581 0.40
H 0.7247 -2.7032 -2.4362 0.36
H -0.8270 -2.4149 -1.5490 -0.45
H 1.8192 -4.6421 -0.4526 0.26
H 2.1814 -3.5287 0.8865 0.26
H 3.2847 -1.9651 -0.7361 -0.02
H 2.8613 -3.0518 -2.0520 0.18
H 4.9218 -2.5253 0.7477 0.26
H 5.9550 -3.8781 0.3005 0.29
H 4.4273 -4.1415 1.2308 0.28
C 9.6906 -0.4988 -4.0955 -0.72
O 9.1859 -0.3497 -2.7844 -0.34
C 7.9047 0.2828 -2.8025 -0.24
C 7.6074 0.5824 -1.3450 -0.53
O 6.2627 0.9705 -1.1095 -0.42
C 5.3108 -0.0304 -1.3513 -0.64
H 8.9537 -1.0098 -4.7264 0.30
H 10.6037 -1.0850 -4.0634 0.25
H 9.9146 0.4857 -4.5204 0.30
H 7.2405 -0.4478 -3.2794 0.27
H 7.9445 1.2023 -3.3959 0.31
H 8.1921 1.4482 -1.0355 0.33
H 7.9270 -0.2523 -0.7118 0.33
H 4.5219 0.0703 -0.6025 0.14
H 5.7014 -1.0495 -1.1959 0.42
H 4.8874 -0.0460 -2.3614 0.21
C -3.3569 -0.3550 4.1138 -0.38
O -3.6577 -0.4132 5.4821 -0.40
C -3.3904 -1.6820 6.0188 -0.40
C -3.8121 -1.7492 7.4534 -0.60
O -2.9777 -0.9596 8.2540 -0.27
C -3.4288 -0.8999 9.5887 -0.76
H -3.3880 0.6774 3.7710 0.26
H -4.0819 -0.9301 3.5231 0.24
H -2.3551 -0.7480 3.8850 0.14
H -2.3058 -1.8957 5.9401 0.22
H -3.8764 -2.4867 5.4482 0.38
H -3.8702 -2.7893 7.8012 0.39
H -4.8457 -1.3572 7.4784 0.32
H -3.3245 -1.8784 10.0705 0.30
H -4.4661 -0.5510 9.6148 0.33
H -2.8017 -0.1884 10.1203 0.23
C 2.1501 1.5879 -3.9838 -0.53
O 0.7347 1.4711 -4.0024 -0.32
C 0.2834 0.1481 -4.0015 0.19
C -1.2260 0.1513 -4.0478 -0.91
O -1.7214 1.1438 -3.1844 0.01
C -3.1285 1.2384 -3.1893 -0.72
H 2.5773 1.2318 -4.9276 0.33
H 2.5858 1.0101 -3.1671 0.08
H 2.3865 2.6444 -3.8767 0.26
H 0.6003 -0.3343 -3.0639 -0.28
H 0.6966 -0.4439 -4.8262 0.45
H -1.5865 -0.8310 -3.7110 0.31
H -1.6096 0.3380 -5.0580 0.46
H -3.5865 0.2598 -3.0135 0.22
H -3.5328 1.6190 -4.1349 0.36
H -3.4085 1.9299 -2.3974 0.15
```

HOMO level = -11.3 eV
gap between HOMO and LUMO = 7.36 eV
lowest unoccupied orbital energy = -3.9057 eV
ΔE to the lowest compared entry with this formula, charge and spin = 0.00 kcal per mole
total charge = +1

No. 5
Molecular formula: C20H50FN4O3PS
Method: DFT, ωB97M-V with the def2-TZVPD basis set

Structure (XYZ):
```
80
Properties=species:S:1:pos:R:3:mulliken_charge:R:1
C 2.2490 -3.6894 -3.3311 -1.17
C 1.5660 -3.0683 -2.0156 0.31
O 1.2261 -1.8797 -2.0361 -0.34
N 1.4487 -3.9799 -0.8710 0.35
C 2.6319 -3.9211 0.0408 -0.71
P -0.0877 -3.8314 -0.0305 0.19
F 0.6392 -2.5949 0.9633 -0.42
C -1.4719 -2.6115 -0.4053 -1.11
C -1.9111 -2.5114 -1.9424 0.00
C -2.6090 -1.0766 -2.1481 -0.70
C -1.6746 0.0197 -2.8343 -0.60
N -0.7450 0.7182 -1.8934 -0.53
S -0.9926 -5.4539 -1.1383 1.18
C -0.1329 -7.0160 -0.5450 -0.93
O -0.7111 -5.4034 -2.6324 -0.66
O -2.4538 -5.6529 -0.8101 -0.68
H 1.4850 -3.9703 -4.1177 0.26
H 3.0793 -3.0129 -3.7030 0.35
H 2.7603 -4.6705 -3.0262 0.32
H 3.0424 -2.8669 0.1426 0.00
H 2.3982 -4.4180 1.0319 0.37
H 3.4554 -4.5419 -0.4456 0.34
H -0.2456 -4.6394 1.1592 0.19
H -1.1740 -1.5866 0.0066 0.43
H -2.3974 -2.9122 0.2012 0.46
H -1.0968 -2.7403 -2.6907 0.23
H -2.7365 -3.2909 -2.0898 0.48
H -3.6306 -1.1743 -2.6598 0.37
H -2.8418 -0.6916 -1.0937 0.14
H -1.1192 -0.3887 -3.7494 0.21
H -2.3535 0.8467 -3.2528 0.37
H -1.2226 1.4736 -1.3908 0.27
H -0.3955 0.0516 -1.1940 0.17
H -0.8546 -7.6914 0.0218 0.32
H 0.2755 -7.5631 -1.4619 0.32
H 0.7725 -6.7041 0.0633 0.26
C 6.8059 2.0530 1.4722 -1.45
C 5.5438 1.2099 1.6154 -0.22
N 4.3056 1.9685 1.5083 0.17
C 3.1254 1.2018 1.8957 -1.22
C 2.7461 -0.0039 1.0350 -0.12
C 4.1509 2.7821 0.3075 -0.69
C 4.2004 2.0681 -1.0441 -0.84
H 6.8295 2.8571 2.2117 0.33
H 7.6882 1.4263 1.6281 0.43
H 6.8945 2.4917 0.4751 0.30
H 5.5847 0.7452 2.6074 0.41
H 5.5848 0.3906 0.8851 0.16
H 2.2617 1.8736 1.9561 0.38
H 3.2743 0.8487 2.9228 0.45
H 2.2797 0.2994 0.0971 -0.08
H 2.0138 -0.6188 1.5665 0.36
H 3.6031 -0.6434 0.8110 0.12
H 4.9279 3.5538 0.3137 0.37
H 3.2156 3.3492 0.3720 0.32
H 4.9952 1.3204 -1.0942 0.23
H 4.3910 2.7975 -1.8371 0.37
H 3.2525 1.5844 -1.2813 0.19
C -5.4005 1.6852 0.3508 -1.27
C -4.6295 2.2786 1.5243 -0.43
N -3.5421 3.1661 1.1339 0.30
C -2.6627 3.5219 2.2435 -0.65
C -3.2549 4.3514 3.3839 -1.01
C -3.8976 4.2668 0.2449 -0.78
C -4.9544 5.2590 0.7319 -1.07
H -4.7350 1.1398 -0.3233 0.17
H -6.1536 0.9838 0.7198 0.45
H -5.9282 2.4514 -0.2227 0.32
H -4.2092 1.4359 2.0855 0.43
H -5.3414 2.7763 2.1959 0.24
H -1.7814 4.0432 1.8531 0.34
H -2.2685 2.5935 2.6725 0.40
H -3.3746 5.3980 3.1030 0.23
H -2.5768 4.3310 4.2427 0.40
H -4.2183 3.9665 3.7242 0.26
H -4.2405 3.8433 -0.7050 0.38
H -2.9919 4.8212 -0.0254 0.40
H -5.8009 4.7661 1.2149 0.25
H -5.3492 5.8212 -0.1195 0.38
H -4.5352 5.9886 1.4250 0.28
```

HOMO level = -8.0 eV
gap between HOMO and LUMO = 8.35 eV
lowest unoccupied orbital energy = 0.3734 eV
total charge = 0
SMILES = CC(=O)N(C)[PH](F)(CCCCN)S(C)(=O)=O.CCN(CC)CC.CCN(CC)CC